ORCA calculation (ωB97M-V/def2-TZVPD) on a cluster of 8 separate species, C47H112N8O8 in total at a distorted geometry.

Geometry as XYZ:
```
175
Properties=species:S:1:pos:R:3:lowdin_charge:R:1
C -5.103 -11.500 -10.819 -0.048
C -6.145 -10.435 -10.415 -0.458
C -7.472 -10.895 -11.146 -0.013
C -6.229 -10.484 -8.868 -0.133
C -6.991 -9.314 -8.216 -0.208
C -6.547 -7.977 -8.751 -0.156
C -6.432 -7.876 -10.322 -0.430
C -7.871 -7.705 -10.908 -0.012
C -5.474 -6.600 -10.551 -0.022
N -5.701 -9.065 -10.833 -0.129
O -5.499 -8.951 -12.168 -0.022
H -4.198 -11.532 -10.212 0.078
H -5.536 -12.493 -10.700 0.075
H -4.859 -11.345 -11.870 0.081
H -8.257 -10.697 -10.417 0.068
H -7.602 -10.394 -12.105 0.071
H -7.460 -11.980 -11.249 0.072
H -6.723 -11.383 -8.502 0.120
H -5.224 -10.497 -8.447 0.113
H -8.034 -9.452 -8.500 0.091
H -6.929 -9.374 -7.129 0.114
H -5.659 -7.843 -8.133 0.115
H -7.255 -7.258 -8.338 0.117
H -8.575 -8.158 -10.209 0.077
H -7.899 -7.999 -11.957 0.070
H -8.116 -6.645 -10.833 0.082
H -5.861 -5.605 -10.332 0.071
H -5.431 -6.585 -11.640 0.065
H -4.506 -6.608 -10.050 0.080
H -6.295 -8.604 -12.577 0.071
C -12.167 -4.653 -16.595 -0.024
C -13.031 -3.644 -17.366 -0.434
C -14.325 -3.273 -16.510 -0.043
C -12.414 -2.216 -17.609 -0.163
C -11.347 -2.202 -18.586 -0.243
C -11.805 -2.688 -20.004 -0.108
C -12.504 -4.092 -19.848 -0.431
C -13.321 -4.232 -21.178 -0.065
C -11.495 -5.283 -19.885 -0.042
N -13.525 -4.176 -18.691 -0.085
O -14.287 -5.392 -18.578 -0.012
H -12.133 -4.456 -15.524 0.088
H -11.136 -4.760 -16.933 0.069
H -12.420 -5.696 -16.788 0.070
H -14.188 -2.835 -15.522 0.073
H -14.878 -4.198 -16.346 0.070
H -14.972 -2.518 -16.957 0.077
H -13.079 -1.525 -18.127 0.125
H -11.999 -1.722 -16.731 0.129
H -10.513 -2.858 -18.337 0.101
H -10.849 -1.255 -18.793 0.113
H -10.887 -2.776 -20.585 0.118
H -12.483 -1.931 -20.399 0.112
H -12.727 -4.437 -22.069 0.079
H -13.865 -5.176 -21.179 0.068
H -14.140 -3.515 -21.221 0.083
H -10.653 -5.120 -19.212 0.062
H -11.828 -6.256 -19.525 0.075
H -11.073 -5.421 -20.880 0.078
H -13.680 -5.967 -18.104 0.056
C -3.617 2.717 -13.523 -0.027
C -5.178 2.426 -13.571 -0.471
C -5.883 3.067 -12.328 -0.031
C -5.811 3.178 -14.765 -0.150
C -5.492 2.576 -16.175 -0.151
C -5.986 1.077 -16.150 -0.121
C -5.388 0.199 -14.908 -0.416
C -6.149 -1.206 -14.903 -0.020
C -3.958 -0.086 -15.399 -0.075
N -5.448 0.977 -13.659 -0.141
O -4.876 0.355 -12.578 0.002
H -2.938 2.295 -14.264 0.059
H -3.307 3.758 -13.619 0.078
H -3.274 2.369 -12.549 0.071
H -5.714 4.144 -12.330 0.083
H -6.925 2.766 -12.435 0.083
H -5.430 2.776 -11.380 0.075
H -6.845 3.342 -14.461 0.106
H -5.522 4.224 -14.866 0.109
H -6.008 3.163 -16.935 0.103
H -4.435 2.531 -16.435 0.097
H -5.684 0.770 -17.151 0.101
H -7.074 1.055 -16.216 0.105
H -5.630 -1.992 -14.356 0.073
H -6.202 -1.495 -15.952 0.072
H -7.186 -1.231 -14.566 0.075
H -3.174 0.624 -15.661 0.073
H -3.973 -0.699 -16.301 0.082
H -3.447 -0.802 -14.755 0.077
H -3.984 0.230 -12.910 0.080
C -2.477 -2.426 -6.765 -0.077
O -1.318 -2.521 -7.618 -0.217
C -1.146 -1.562 -8.557 -0.221
C 0.287 -1.878 -9.136 -0.432
C 1.240 -1.830 -8.062 -0.110
N 0.634 -0.791 -10.041 0.017
H -3.406 -2.422 -7.335 0.081
H -2.435 -1.657 -5.995 0.090
H -2.682 -3.401 -6.321 0.083
H -1.937 -1.773 -9.277 0.120
H -1.467 -0.634 -8.084 0.127
H 0.446 -2.779 -9.728 0.147
H 2.272 -1.946 -8.394 0.085
H 1.151 -2.576 -7.272 0.083
H 1.150 -0.851 -7.591 0.091
H 0.535 0.056 -9.499 0.064
H 1.573 -0.889 -10.399 0.068
C -10.280 -1.746 -6.564 -0.128
O -11.559 -1.139 -6.670 -0.196
C -11.521 0.175 -7.340 -0.122
C -11.512 0.273 -8.982 -0.407
C -10.282 -0.185 -9.689 -0.103
N -11.632 1.698 -9.315 0.011
H -10.264 -2.829 -6.694 0.081
H -10.044 -1.528 -5.522 0.087
H -9.515 -1.413 -7.265 0.070
H -12.437 0.695 -7.060 0.107
H -10.718 0.782 -6.921 0.112
H -12.354 -0.227 -9.460 0.133
H -9.451 0.413 -9.314 0.080
H -10.353 -0.007 -10.761 0.081
H -10.025 -1.221 -9.468 0.070
H -11.803 1.745 -10.309 0.065
H -10.700 2.085 -9.261 0.059
C 2.705 3.169 -15.845 -0.129
O 3.993 3.563 -15.401 -0.187
C 4.660 4.518 -16.325 -0.141
C 5.973 3.978 -17.062 -0.395
C 6.936 3.410 -15.984 -0.089
N 6.681 5.025 -17.819 0.025
H 2.184 2.481 -15.179 0.083
H 2.715 2.464 -16.677 0.078
H 2.139 4.055 -16.131 0.084
H 4.064 4.819 -17.186 0.105
H 4.891 5.439 -15.790 0.120
H 5.775 3.119 -17.703 0.126
H 7.354 4.098 -15.249 0.075
H 7.729 2.721 -16.275 0.065
H 6.385 2.693 -15.375 0.059
H 6.066 5.808 -17.986 0.055
H 7.016 4.715 -18.720 0.067
C 1.584 -2.974 -23.552 -0.146
O 0.863 -3.455 -22.460 -0.189
C 0.335 -4.809 -22.601 -0.153
C -0.656 -5.189 -21.443 -0.399
C -0.323 -4.905 -19.928 -0.067
N -0.978 -6.595 -21.355 0.007
H 1.131 -3.062 -24.539 0.086
H 2.617 -3.300 -23.429 0.088
H 1.689 -1.889 -23.548 0.079
H -0.129 -4.984 -23.571 0.114
H 1.173 -5.506 -22.578 0.114
H -1.583 -4.649 -21.635 0.122
H -1.030 -5.434 -19.289 0.073
H -0.334 -3.838 -19.705 0.068
H 0.667 -5.175 -19.561 0.073
H -0.950 -7.126 -22.214 0.071
H -0.444 -6.973 -20.585 0.060
C -3.619 11.145 -15.490 -0.133
O -3.784 11.133 -14.113 -0.198
C -2.544 10.924 -13.435 -0.185
C -2.889 11.096 -11.894 -0.403
C -3.698 9.888 -11.354 -0.079
N -3.573 12.317 -11.453 0.042
H -4.623 11.399 -15.830 0.092
H -3.312 10.169 -15.867 0.089
H -2.945 11.938 -15.812 0.088
H -1.993 10.050 -13.779 0.120
H -1.815 11.721 -13.584 0.109
H -1.905 11.006 -11.436 0.125
H -3.822 9.805 -10.274 0.067
H -3.025 9.033 -11.414 0.065
H -4.668 9.721 -11.824 0.075
H -2.966 13.118 -11.557 0.062
H -4.318 12.556 -12.092 0.066
```

Summary:
E: -2897.38228 Eh
SMILES string: CC1(C)CCCC(C)(C)N1O.CC1(C)CCCC(C)(C)N1O.CC1(C)CCCC(C)(C)N1O.COC[C@H](C)N.COC[C@H](C)N.COC[C@H](C)N.COC[C@H](C)N.COC[C@H](C)N
ΔE to the lowest compared entry with this formula, charge and spin: 836.81 kJ/mol
orbital gap: 8.4 eV
strongest force on any atom: 4.5 eV Å⁻¹
LUMO: 0.157 eV
E_HOMO: -8.2753 eV